55
Properties=species:S:1:pos:R:3 method="wB97M-V/def2-TZVPD" spin_multiplicity=1 lumo_ev=4.81 charge=-2 e_homo_ha=-0.0382
Cu 0.55234 1.05987 -0.12891
S 2.41147 2.32038 0.34442
S -0.12478 -1.73250 -4.68105
O -0.07713 0.70099 -1.97021
O -1.38527 -2.35629 -5.02506
O -0.03355 0.91407 3.69244
O 0.87432 -1.72611 -5.72595
O 0.20274 0.13319 1.61152
N -1.41597 2.45509 0.06431
N -0.32419 -0.29053 -4.01433
N -2.27970 -0.71220 -0.14172
C -2.88042 0.46175 0.46306
C -1.46905 3.01739 1.40410
C 0.91761 -3.85372 -3.04458
C 2.73986 0.40358 3.96362
C -2.94820 -1.12422 -1.35446
C 0.99898 -1.95545 -0.95933
C -1.10529 3.48987 -0.91132
C 0.65348 0.65552 2.68785
C 4.91181 1.10651 3.27086
C 0.53373 -2.54108 -3.23802
C 0.56887 -1.60348 -2.22796
C -2.17292 -1.79683 0.81389
C -2.64223 1.76382 -0.30057
C 2.97073 1.55586 1.83114
C 2.15813 0.90189 2.79213
C 1.36371 -4.20946 -1.77692
C 0.04723 -0.27194 -2.71943
C 1.40071 -3.27096 -0.74892
C 4.10122 0.48179 4.21461
C 4.35335 1.62731 2.11620
H 2.07541 -0.04924 4.68979
H -2.43781 -1.98947 -1.78659
H -1.59290 2.23953 2.15709
H -2.59344 1.55445 -1.37019
H -0.51989 3.51285 1.61761
H -2.29032 3.75516 1.49493
H 4.51935 0.07513 5.12867
H -3.50735 2.43250 -0.13312
H -3.97529 0.31848 0.55898
H -1.70721 -2.66087 0.33512
H 5.98313 1.18432 3.43586
H 4.98301 2.11834 1.38129
H 0.88248 -4.56933 -3.85663
H -3.16256 -2.11450 1.19784
H 1.02005 -1.22157 -0.15708
H -2.92277 -0.33032 -2.10469
H -2.47442 0.55364 1.47085
H 1.74342 -3.57179 0.23518
H -0.97555 3.03703 -1.89544
H 1.67730 -5.22912 -1.58246
H -4.00767 -1.40140 -1.17483
H -1.90498 4.25639 -0.96098
H -0.16774 3.97410 -0.62966
H -1.54584 -1.47846 1.64700



53
Properties=species:S:1:pos:R:3 method="wB97M-V/def2-TZVPD" smiles="FC(F)(F)c1cc(CCN2C(=S)NC[C@@H]2CC2CCCCC2)cc(C(F)(F)F)c1" spin_multiplicity=1 lumo_ev=0.45 charge=0 e_homo_ha=-0.2987
S -2.30841 0.95205 2.15307
F -7.31553 0.92211 -0.69685
F -2.41602 -3.06838 0.87681
F -3.03604 -3.58542 -1.10944
F -6.89299 0.61754 1.38691
F -4.46805 -3.59453 0.49584
F -6.28295 2.43926 0.41743
N -0.36058 -0.82647 1.78773
N -0.38643 0.79026 0.29734
C 4.38650 1.33877 -0.67532
C 3.20419 0.36963 -0.79813
C 5.16082 1.14878 0.62589
C 2.07444 0.74672 0.16828
C -3.71320 -1.47603 -0.28392
C 4.48513 -1.26182 0.67290
C -2.89578 0.62282 -1.13848
C 3.71019 -1.06669 -0.62765
C 5.65682 -0.28835 0.74644
C -4.08759 1.22023 -0.74610
C -3.43060 -2.92414 -0.00435
C -6.37793 1.11479 0.25782
C -1.75816 1.44255 -1.65916
C -2.72668 -0.73729 -0.92242
C 0.76363 -0.01552 -0.08924
C -5.07444 0.46967 -0.12881
C -4.89520 -0.88345 0.12542
C -0.88158 1.89439 -0.46653
C 0.59216 -1.26891 0.79394
C -1.01053 0.29131 1.39037
H -2.12206 2.33190 -2.17205
H 1.52592 -1.56834 1.27223
H 1.87558 1.81379 0.04624
H -1.48548 2.50531 0.21007
H 6.35338 -0.49970 -0.06821
H 4.85146 -2.28923 0.72464
H -5.65422 -1.45405 0.63731
H 2.37641 0.59638 1.20315
H 6.00915 1.83585 0.64453
H -1.15337 0.85771 -2.35370
H -0.04433 2.48875 -0.84032
H -1.81799 -1.22943 -1.23700
H 3.83172 -1.10295 1.53292
H 4.02961 2.36846 -0.74753
H 0.69853 -0.26294 -1.15596
H 2.80091 0.46516 -1.81510
H 2.87580 -1.76817 -0.68008
H 5.06502 1.16503 -1.51384
H 0.20324 -2.12542 0.22803
H -4.23673 2.27840 -0.89841
H 4.52400 1.39024 1.47841
H 4.37826 -1.29168 -1.46264
H -0.79321 -1.46831 2.42963
H 6.19324 -0.42066 1.68791



53
Properties=species:S:1:pos:R:3 method="wB97M-V/def2-TZVPD" spin_multiplicity=1 lumo_ev=-2.96 charge=+1 e_homo_ha=-0.3921
Pb -0.50850 0.04281 0.20201
I -2.48938 0.84772 -2.48489
O 1.65413 -0.01042 0.27383
O -0.18006 -3.03656 2.12178
O 3.05699 -2.44104 -4.45406
N 4.99929 -0.90322 -0.47573
N -0.55598 2.00169 2.14121
N -0.52866 4.00652 3.58563
N -0.00473 -1.37999 -1.82805
C 4.13536 0.57990 1.22525
C -0.23491 -3.75875 0.86296
C 1.19327 -1.68451 -2.19780
C 3.62002 -2.00929 -2.09284
C -3.09299 -3.03787 -4.21408
C -1.05862 -1.89970 -2.64513
C -1.34411 4.03262 4.79960
C 3.94701 -0.35330 0.06842
C -2.19116 -1.16202 -3.00081
C 2.61138 -0.59945 -0.40125
C 2.45191 -1.41769 -1.52399
C -1.98659 -3.79011 -3.85797
C -3.19215 -1.72482 -3.78161
C -0.35671 -1.77098 2.13585
C -0.25066 -1.23087 3.51144
C -0.53318 2.94130 2.81863
C -0.99214 -3.22587 -3.07880
C 0.53675 4.99981 3.44202
C 4.83254 -1.73348 -1.52998
C 3.57609 -2.98754 -3.24339
H 1.30662 -2.18983 -3.15429
H -0.14600 -3.83173 -2.77866
H -1.89425 -4.81837 -4.18027
H -1.12414 -0.60659 3.71578
H 0.10357 5.99413 3.53658
H -3.88066 -3.46516 -4.81924
H 0.68435 -4.33246 0.79456
H -1.09338 -4.42174 0.91478
H -2.16582 3.32890 4.70000
H 1.30009 4.86327 4.20988
H 5.18286 0.58051 1.51426
H -0.74696 3.77515 5.67612
H 5.73702 -2.17727 -1.92894
H -0.12254 -1.99612 4.27630
H 3.83556 1.59368 0.95116
H -0.32307 -3.05546 0.03872
H 3.51441 0.28735 2.07256
H -1.75158 5.03440 4.92417
H 2.93470 -3.83812 -3.00445
H 3.70196 -1.82263 -4.81346
H 4.58152 -3.38256 -3.39959
H 0.99149 4.90343 2.46016
H -4.05091 -1.12922 -4.05766
H 0.60165 -0.54138 3.51250



56
Properties=species:S:1:pos:R:3 method="wB97M-V/def2-TZVPD" spin_multiplicity=6 lumo_ev="0.44 / 0.43" charge=0 e_homo_ha="-0.2723 / -0.2759" s_squared=8.76
Mn -0.10843 0.67271 1.40124
S -1.23555 0.17075 -1.76676
P -1.73354 3.30189 0.74428
P -3.33429 1.23254 1.96487
O -2.37068 2.72126 -0.47643
O -1.60632 4.88791 0.58623
O -4.13944 1.08833 0.63020
O -2.24320 3.16176 3.39618
O -0.40201 2.75534 1.22608
O -2.10486 0.39366 2.09107
O -0.21131 0.21516 -0.65499
O -4.43487 0.86398 3.03849
C 5.22732 -1.10334 0.62359
C -0.75024 1.47914 -2.88394
C -2.89659 2.99526 2.13858
C 0.46856 -1.86819 -2.47296
C 0.05495 -3.38208 -4.31775
C -1.14051 -2.71053 -4.57763
C -1.53627 -1.63765 -3.80051
C -4.12489 3.88785 2.10527
C 5.01296 -1.44698 1.92696
C -0.71526 -1.21499 -2.76237
C 1.47666 -0.22740 2.44750
C 0.45626 -4.56615 -5.15280
C 2.35316 -1.24319 4.50433
C 0.84457 -2.94962 -3.25930
C 1.32810 -0.60519 3.76431
C 3.01072 -0.17461 0.48869
C 4.20825 -0.45402 -0.10696
C 3.55156 -1.52001 3.91854
C 2.74506 -0.52032 1.84142
C 3.77833 -1.16685 2.56449
H -0.18088 -5.42551 -4.93611
H -1.32186 2.88365 3.28828
H -1.30616 1.34952 -3.81186
H 4.34322 -2.01137 4.47271
H -4.80378 3.62191 2.91532
H 0.32139 1.38726 -3.05341
H -3.81523 4.92429 2.22917
H -1.01157 2.42155 -2.40885
H -3.63406 1.59354 -0.06374
H -1.77346 -3.04135 -5.39221
H 5.78995 -1.94200 2.49855
H 2.23445 0.32952 -0.07985
H 2.17850 -1.51465 5.53889
H -4.05192 0.61628 3.89010
H -0.90439 5.24379 1.14603
H 0.38709 -0.42169 4.27741
H 1.48714 -4.85554 -4.95586
H -4.65135 3.79006 1.15683
H 6.17618 -1.32162 0.15026
H 1.76966 -3.46757 -3.03803
H 1.07700 -1.53849 -1.64005
H -2.47851 -1.13946 -3.99863
H 0.35937 -4.34671 -6.21644
H 4.38104 -0.17182 -1.13845



DFT total energy per entry: -3753.9636, -1883.5010, -1711.5172, -3610.6222 Ha